A 16-piece molecular cluster, C30H26Cl61O6P overall at a distorted geometry. Source: the Open Molecules 2025 dataset; level of theory: ωB97M-V with the def2-TZVPD basis set.

```
124
Properties=species:S:1:pos:R:3:lowdin_charge:R:1
C -4.5197 0.0893 -1.5442 0.011
C -3.2950 0.6637 -2.2038 -0.484
O -3.3736 1.1799 -3.3179 0.058
O -2.0610 0.5786 -1.6254 -0.018
C -1.9726 0.9732 -0.2524 -0.140
C -0.6212 0.5183 0.2947 -0.106
C -0.5507 -0.9269 0.8215 -0.391
P 1.1953 -1.1291 1.5484 0.701
O 1.8287 0.3615 1.7732 -0.398
Cl 1.0599 -1.9073 3.4898 0.229
C -1.7464 -1.3312 1.6938 -0.412
O -1.9603 -1.1844 2.8900 0.060
O -2.6439 -1.9074 0.8279 0.035
C -2.0629 -2.3694 -0.3789 -0.296
C -2.4063 -3.8051 -0.7735 0.007
C -0.5488 -2.0895 -0.1988 -0.288
O -0.0522 -1.5369 -1.4086 -0.134
C 0.9400 -2.3344 -2.0492 -0.205
C 0.8949 -1.9342 -3.5417 -0.303
C 0.9221 -0.3842 -3.5644 -0.032
C 2.0307 -2.5599 -4.3598 -0.391
C 1.6728 -2.3683 -5.8640 -0.056
C 3.4001 -1.9056 -4.1436 -0.092
H -5.3580 0.0741 -2.2285 0.092
H -4.8208 0.7360 -0.7163 0.079
H -4.3419 -0.9001 -1.1282 0.065
H -2.8153 0.6688 0.3696 0.124
H -1.9594 2.0684 -0.2363 0.140
H -0.4177 1.1662 1.1494 0.108
H 0.1250 0.7437 -0.4627 0.130
H 1.3652 0.8330 2.4830 -0.015
H -2.2771 -1.8133 -1.2914 0.133
H -1.8790 -4.5296 -0.1559 0.088
H -3.4874 -3.9220 -0.7330 0.087
H -2.0934 -3.8923 -1.8137 0.089
H 0.0064 -2.9749 0.1179 0.143
H 0.7730 -3.4049 -1.9125 0.088
H 1.9312 -2.0800 -1.6579 0.091
H -0.0739 -2.2992 -3.8932 0.114
H -0.0943 -0.0299 -3.4169 0.069
H 1.3875 -0.0034 -4.4684 0.072
H 1.5012 -0.0176 -2.7145 0.085
H 2.1338 -3.6327 -4.1816 0.098
H 2.2360 -3.0360 -6.5082 0.078
H 0.5980 -2.5250 -5.9563 0.066
H 1.8584 -1.3201 -6.0942 0.073
H 3.3706 -0.8202 -4.2254 0.056
H 3.8551 -2.1712 -3.1914 0.027
H 4.0756 -2.2412 -4.9332 0.085
C -3.6853 -0.6656 -6.6583 -2.025
Cl -2.5801 -1.2863 -5.4275 0.546
Cl -3.4480 1.0697 -6.8512 0.514
Cl -3.3596 -1.4785 -8.1949 0.513
Cl -5.3546 -0.9768 -6.1596 0.497
C 2.0713 3.4520 4.1486 -2.003
Cl 2.2594 5.1570 4.5789 0.480
Cl 0.3601 3.0631 3.9320 0.529
Cl 2.9034 3.1186 2.6305 0.528
Cl 2.7406 2.4407 5.4322 0.554
C 3.2622 -6.0292 -2.1786 -2.028
Cl 3.4218 -4.3388 -1.6948 0.585
Cl 1.5552 -6.3926 -2.4730 0.534
Cl 4.1854 -6.3051 -3.6591 0.540
Cl 3.8749 -7.0744 -0.8943 0.538
C -2.7689 0.5208 6.2986 -2.022
Cl -3.7259 1.1472 4.9506 0.535
Cl -3.5411 0.9672 7.8280 0.522
Cl -2.6713 -1.2349 6.1797 0.495
Cl -1.1407 1.2130 6.2398 0.481
C 4.4696 9.0097 5.5111 -2.027
Cl 3.5320 7.6283 4.9243 0.454
Cl 4.0507 9.3374 7.1948 0.530
Cl 6.1901 8.6331 5.3995 0.541
Cl 4.1224 10.4422 4.5163 0.495
C 2.2508 6.0486 -0.5054 -2.037
Cl 2.8132 4.6035 -1.3534 0.497
Cl 2.9555 7.4937 -1.2379 0.534
Cl 0.4877 6.1267 -0.6249 0.523
Cl 2.7242 5.9680 1.1956 0.493
C -3.2839 3.8248 -10.0333 -2.054
Cl -2.4132 2.4219 -10.6630 0.520
Cl -2.6358 5.2988 -10.7598 0.526
Cl -5.0005 3.6765 -10.4267 0.520
Cl -3.0882 3.8952 -8.2796 0.500
C -0.3678 9.7269 5.6599 -2.038
Cl -0.3250 8.3809 6.8064 0.521
Cl -1.2356 9.2302 4.2020 0.524
Cl -1.1930 11.1052 6.3972 0.527
Cl 1.2858 10.1816 5.2346 0.475
C 5.8624 1.3137 -1.2247 -2.036
Cl 5.4977 1.2615 -2.9540 0.536
Cl 7.4654 2.0142 -0.9801 0.538
Cl 4.6528 2.3024 -0.3985 0.480
Cl 5.8161 -0.3247 -0.5642 0.494
C 6.6010 -3.0733 2.3106 -2.036
Cl 8.2020 -2.3441 2.1677 0.498
Cl 5.8781 -3.2296 0.7041 0.479
Cl 6.7424 -4.6712 3.0485 0.524
Cl 5.5732 -2.0463 3.3162 0.527
C 9.8600 -4.0490 5.4737 -2.048
Cl 8.9432 -2.5541 5.2537 0.499
Cl 10.5610 -4.5494 3.9304 0.514
Cl 11.1553 -3.7772 6.6453 0.526
Cl 8.7866 -5.3194 6.0723 0.515
C -7.7049 -1.5399 -9.3489 -2.045
Cl -9.1223 -0.6579 -8.7664 0.523
Cl -7.1952 -2.7024 -8.1140 0.493
Cl -8.1197 -2.4062 -10.8331 0.524
Cl -6.4044 -0.3955 -9.6839 0.506
C 1.0406 -1.5850 8.4981 -2.042
Cl 0.8249 -1.6939 6.7495 0.463
Cl 2.5112 -0.6676 8.8532 0.519
Cl -0.3504 -0.7671 9.2194 0.513
Cl 1.1825 -3.2103 9.1783 0.528
C -7.7217 -0.9898 1.5828 -2.050
Cl -8.6059 -2.3586 0.8994 0.529
Cl -8.2268 -0.7329 3.2491 0.511
Cl -5.9860 -1.3318 1.5513 0.538
Cl -8.0675 0.4669 0.6391 0.525
C -6.2169 -3.8328 6.4061 -2.047
Cl -5.1731 -5.2123 6.0405 0.526
Cl -7.5201 -4.3490 7.4867 0.524
Cl -5.2623 -2.5631 7.1748 0.497
Cl -6.9062 -3.1915 4.9179 0.498
```

Results
**Spin multiplicity**: 1
**Orbital gap**: 9.0592 eV
**HOMO level**: -9.238 eV
**E**: -30023.0645 Ha
**Net charge**: 0
**Strongest force on any atom**: 3.114 eV Å⁻¹

***

C30H26F6N2O4S2SeTeV as an isolated structure at a distorted geometry. Source: the Open Molecules 2025 dataset; level of theory: ωB97M-V with the def2-TZVPD basis set.

```
73
Properties=species:S:1:pos:R:3:lowdin_charge:R:1
V -2.0643 -1.5507 -0.5745 0.715
C 0.8444 5.4150 -0.6787 -0.041
C 0.4808 4.7717 0.6595 -0.341
C 1.5307 5.0275 1.7355 -0.152
C 2.8207 4.2881 1.4108 -0.156
C 2.5347 2.8248 1.2089 -0.174
C 3.5266 1.8646 1.4843 -0.002
C 3.2256 0.5308 1.3098 -0.281
F 4.1952 -0.3826 1.5893 0.030
C 1.9995 0.0843 0.8784 0.072
C 0.9960 1.0319 0.5874 -0.052
C -0.2712 0.6269 0.0982 -0.258
O -0.5133 -0.6586 -0.0235 -0.214
C -1.2060 1.6287 -0.3076 -0.049
C -0.9154 2.9323 -0.0841 -0.004
N 0.2601 3.3406 0.5086 -0.008
C 1.2854 2.4159 0.7713 -0.081
C -2.4524 1.3071 -1.1030 -0.578
O -3.2972 2.1750 -1.2942 0.029
O -2.5077 0.1099 -1.5930 -0.123
H 1.0500 6.4810 -0.5510 0.075
H 0.0253 5.3015 -1.3893 0.075
H 1.7247 4.9361 -1.1098 0.080
H -0.4686 5.1958 1.0004 0.140
H 1.1433 4.6715 2.6938 0.124
H 1.6995 6.1040 1.8202 0.108
H 3.5466 4.4139 2.2180 0.109
H 3.2787 4.7203 0.5134 0.107
H 4.5074 2.1618 1.8326 0.105
H 1.7890 -0.9706 0.7595 0.124
H -1.6154 3.7045 -0.3715 0.128
S -3.7963 -3.1335 -2.1088 0.615
C -4.6799 -2.1385 -1.0769 -1.151
N -4.0716 -1.4274 -0.1468 -0.191
C -4.9270 -0.6297 0.5885 -0.292
C -4.5574 0.2148 1.6286 -0.008
C -5.5393 0.9544 2.2595 -0.089
C -6.8779 0.8542 1.8724 -0.117
C -7.2522 0.0070 0.8426 -0.109
C -6.2665 -0.7328 0.2038 -0.461
S -6.4127 -1.8739 -1.1045 1.018
H -3.5217 0.2623 1.9371 0.120
H -5.2655 1.6204 3.0683 0.094
H -7.6317 1.4417 2.3825 0.086
H -8.2888 -0.0759 0.5401 0.095
F -1.9524 -5.3199 0.2270 -0.478
Te -2.5239 -3.6644 1.0118 1.852
F -2.3232 -4.7369 2.5596 -0.436
F -4.3000 -4.4024 1.0241 -0.483
F -0.8196 -2.9895 1.7429 -0.495
F -3.2971 -2.4496 2.3555 -0.488
O -0.8433 -3.0577 -1.0825 -0.939
C 6.0983 -2.5819 -0.9113 -0.069
C 4.6319 -2.5680 -1.2523 -0.292
C 3.7213 -3.3400 -0.5484 -0.027
C 2.3551 -3.3433 -0.8272 -0.264
C 1.4473 -4.2106 -0.0027 -0.055
C 1.8934 -2.5320 -1.8697 -0.397
Se 0.0695 -2.4421 -2.4467 1.073
C 2.7942 -1.7291 -2.5908 -0.311
C 2.3145 -0.8157 -3.6858 -0.104
C 4.1459 -1.7666 -2.2764 -0.037
H 6.3005 -3.2742 -0.0932 0.066
H 6.4388 -1.5914 -0.6007 0.072
H 6.7061 -2.8863 -1.7679 0.068
H 4.0760 -3.9624 0.2679 0.108
H 2.0349 -4.7707 0.7268 0.076
H 0.8914 -4.9141 -0.6273 0.086
H 0.6934 -3.6264 0.5226 0.043
H 1.5727 -0.1116 -3.3008 0.070
H 1.8308 -1.3711 -4.4948 0.065
H 3.1485 -0.2547 -4.1105 0.067
H 4.8307 -1.1338 -2.8352 0.108
```

Results
**Spin multiplicity**: 4
**ΔE to the lowest compared entry with this formula, charge and spin**: 28.8 kcal per mole
**Orbital gap (alpha / beta)**: 4.4402 / 6.2590 eV
**HOMO level (alpha / beta)**: -0.389 / -2.230 eV
**E**: -6578.5787 Ha
**Net charge**: -2
**Strongest force on any atom**: 2.698 eV Å⁻¹

***

C30H26N5O7S4Sc as an isolated structure. Source: the Open Molecules 2025 dataset; level of theory: ωB97M-V with the def2-TZVPD basis set.

```
73
Properties=species:S:1:pos:R:3:lowdin_charge:R:1
Sc -0.3718 -0.1168 1.1397 0.926
O 0.7209 0.0791 5.2945 0.004
C 0.2924 0.3832 4.1749 -0.479
N 0.6845 -0.1939 3.0166 -0.059
C 1.5362 -1.3556 3.1999 -0.176
C 0.9659 -2.5758 2.5207 -0.238
C 1.3934 -3.8586 2.8376 -0.014
C 0.8287 -4.9388 2.1830 -0.058
C -0.1485 -4.7179 1.2246 -0.068
C -0.5133 -3.4148 0.9498 -0.119
N 0.0323 -2.3713 1.5842 0.052
C -0.6833 1.5341 4.1356 -0.104
C -0.4495 2.5539 5.0274 -0.035
C -1.3332 3.6127 5.2034 -0.087
C -2.5307 3.5707 4.4722 -0.083
C -2.7810 2.5536 3.6096 -0.097
N -1.8601 1.5359 3.3668 -0.100
H 1.6693 -1.5707 4.2607 0.116
H 2.5426 -1.1843 2.7928 0.108
H 2.1482 -3.9934 3.6018 0.117
H 1.1463 -5.9471 2.4200 0.107
H -0.6077 -5.5311 0.6805 0.107
H -1.2523 -3.1754 0.1969 0.110
H 0.4515 2.4721 5.6183 0.113
H -1.1147 4.4191 5.8891 0.088
H -3.2748 4.3516 4.5626 0.100
H -3.6657 2.4874 3.0005 0.057
O -0.1660 3.5646 -1.3279 -0.279
S -1.0086 2.7971 -0.4512 0.502
O -1.6752 3.5002 0.6115 -0.284
O -0.2831 1.5961 0.0601 -0.408
C -2.3441 2.1576 -1.4917 -0.194
C -3.2900 3.1471 -1.7463 -0.060
C -4.4098 2.9055 -2.5226 -0.069
C -4.6125 1.6431 -3.0557 -0.074
C -3.6815 0.6477 -2.8151 -0.061
C -2.5461 0.8887 -2.0471 -0.205
S -1.4498 -0.5216 -1.8925 0.515
O -0.1249 -0.1072 -2.3120 -0.311
O -2.0077 -1.5899 -2.7040 -0.323
O -1.5018 -0.8891 -0.4562 -0.413
H -3.1444 4.1230 -1.3013 0.115
H -5.1234 3.7011 -2.6960 0.103
H -5.4900 1.4270 -3.6516 0.101
H -3.8249 -0.3444 -3.2185 0.103
S 1.7997 -3.6052 -1.7908 0.602
C 1.5697 -3.3197 -3.4258 -0.790
N 0.4274 -2.7178 -3.8684 0.057
C 0.1524 -2.4114 -5.1521 -0.068
C 1.0298 -2.7261 -6.1418 -0.077
C 2.2290 -3.3692 -5.7651 -0.074
C 2.4935 -3.6573 -4.4588 -0.103
H -0.2556 -2.4294 -3.1684 0.079
H -0.7931 -1.9095 -5.3037 0.132
H 0.8102 -2.4793 -7.1692 0.097
H 2.9558 -3.6323 -6.5244 0.105
H 3.4116 -4.1391 -4.1573 0.096
S -3.6510 0.2825 1.8540 0.579
C -2.1069 0.5713 2.3967 -0.753
N 1.7873 -0.3712 0.0096 0.067
C 2.5748 0.8281 -0.0359 -0.292
C 3.2742 1.2441 1.0902 -0.034
C 3.9977 2.4270 1.0538 -0.089
C 4.0056 3.2107 -0.0907 -0.103
C 3.2801 2.8045 -1.2015 -0.079
C 2.5710 1.6147 -1.1809 -0.033
H 1.4306 -0.5925 -0.9202 0.048
H 2.3432 -1.1716 0.2881 0.088
H 3.2206 0.6624 2.0016 0.092
H 4.5358 2.7471 1.9379 0.098
H 4.5545 4.1442 -0.1087 0.094
H 3.2426 3.4283 -2.0854 0.105
H 1.9678 1.3122 -2.0281 0.110
```

Results
**Spin multiplicity**: 2
**ΔE to the lowest compared entry with this formula, charge and spin**: 27.6 kcal per mole
**Orbital gap (alpha / beta)**: 5.3059 / 6.6151 eV
**HOMO level (alpha / beta)**: -3.030 / -4.339 eV
**E**: -4313.0342 Ha
**Net charge**: -1
**Strongest force on any atom**: 0.611 eV Å⁻¹